Record 1
A gas-phase ion, C19H20F3N2O (charge +1), computed with ωB97M-V with the def2-TZVPD basis set.

Values from the calculation:
Lowest unoccupied orbital energy, eV: -2.76
E_HOMO, eV: -12.03
SMILES string: O=C(c1ccccc1)N1CC[NH+](Cc2ccccc2C(F)(F)F)CC1

```
! RIJCOSX wB97M-V def2-TZVPD def2/J DEFGRID3
* xyz 1 1
O 3.08 2.06 1.23
C 2.93 0.93 0.83
N 1.67 0.36 0.83
C 1.32 -0.98 0.46
H 2.20 -1.52 0.11
C 0.26 -0.94 -0.66
N -0.91 -0.16 -0.19
H -1.25 -0.62 0.66
C -0.50 1.22 0.18
C 0.55 1.14 1.29
H 0.92 2.14 1.53
H 0.12 0.70 2.19
H -1.38 1.77 0.52
H -0.08 1.70 -0.70
C -2.02 -0.18 -1.20
C -3.30 0.43 -0.67
C -3.62 1.74 -1.02
C -4.80 2.33 -0.58
C -5.68 1.61 0.20
C -5.39 0.31 0.56
C -4.21 -0.28 0.12
C -3.93 -1.71 0.52
F -4.85 -2.24 1.30
F -3.77 -2.53 -0.54
F -2.75 -1.80 1.21
H -6.08 -0.26 1.16
H -6.60 2.06 0.54
H -5.02 3.34 -0.87
H -2.95 2.30 -1.65
H -2.18 -1.21 -1.51
H -1.68 0.39 -2.07
H -0.05 -1.95 -0.91
H 0.67 -0.45 -1.54
H 0.91 -1.51 1.32
C 4.04 0.09 0.31
C 5.12 -0.18 1.15
C 6.19 -0.92 0.68
C 6.21 -1.37 -0.63
C 5.15 -1.08 -1.48
C 4.07 -0.35 -1.01
H 3.26 -0.10 -1.68
H 5.17 -1.41 -2.50
H 7.05 -1.93 -1.00
H 7.02 -1.13 1.33
H 5.10 0.19 2.16
*
```

Results of the Löwdin charge analysis, in e, for atoms 1 through 8: number 1, O, carries 0.11; number 2, C, carries -0.40; number 3, N, carries -0.05; number 4, C, carries -0.11; number 5, H, carries 0.13; number 6, C, carries -0.07; number 7, N, carries -0.09; number 8, H, carries 0.16

Record 2
2 unconnected molecules or ions with the total composition C5H8O2, computed with ωB97M-V with the def2-TZVPD basis set.

Values from the calculation:
Lowest unoccupied orbital energy, eV: 0.79
E_HOMO, eV: -8.79
SMILES string: O=C=CC/C=C/O.[H][H]
ΔE to the lowest compared entry with this formula, charge and spin, kJ/mol: 268.5

```
! RIJCOSX wB97M-V def2-TZVPD def2/J DEFGRID3
* xyz 0 1
O -1.91 -1.46 1.35
C -0.65 -1.09 0.98
C -0.28 0.19 0.91
C 1.07 0.60 0.39
C 0.95 1.19 -1.01
C -0.21 1.25 -1.62
O -1.24 1.32 -2.17
H -2.01 -2.41 1.24
H 0.87 -2.20 -1.61
H 0.04 -1.89 0.75
H -1.01 0.96 1.14
H 1.54 1.34 1.05
H 1.74 -0.27 0.37
H 0.78 -1.47 -1.69
H 1.82 1.57 -1.55
*
```

Results of the Löwdin charge analysis, in e, for atoms 1 through 8: number 1, O, carries 0.01; number 2, C, carries -0.22; number 3, C, carries -0.12; number 4, C, carries -0.22; number 5, C, carries -0.12; number 6, C, carries -0.22; number 7, O, carries 0.17; number 8, H, carries 0.10

Record 3
2 unconnected molecules or ions with the total composition C7H9N4 in a non-equilibrium geometry, computed with ωB97M-V with the def2-TZVPD basis set.

Values from the calculation:
Lowest unoccupied orbital energy (spin up / spin down), eV: -4.59 / -5.51
E_HOMO (spin up / spin down), eV: -13.00 / -12.08
ΔE to the lowest compared entry with this formula, charge and spin, kJ/mol: 461.4

```
! RIJCOSX wB97M-V def2-TZVPD def2/J DEFGRID3
* xyz 1 1
C 3.29 1.17 -0.64
C 1.92 0.93 -0.49
C -2.69 1.06 0.71
C -1.79 0.15 1.24
C 3.03 -0.79 0.16
C -1.99 -0.26 -0.92
C -0.63 -1.81 0.24
N 3.94 0.04 -0.23
N -2.78 0.77 -0.63
N 1.76 -0.29 0.05
N -1.39 -0.71 0.22
H 3.62 2.18 -0.92
H 1.14 1.61 -0.50
H -3.12 1.77 1.32
H -1.35 -0.16 2.14
H 3.37 -1.68 0.55
H -2.06 -0.77 -1.79
H -0.52 -2.40 -0.58
H -0.40 -2.13 1.29
H -3.36 1.31 -1.24
*
```

Results of the Löwdin charge analysis, in e, for atoms 1 through 8: number 1, C, carries -0.04; number 2, C, carries -0.11; number 3, C, carries 0.01; number 4, C, carries 0.03; number 5, C, carries -0.17; number 6, C, carries -0.01; number 7, C, carries 0.11; number 8, N, carries 0.07